{"formula": "C12H13BN10OPdS", "method": "wB97M-V/def2-TZVPD", "symbols": ["Pd", "N", "C", "N", "C", "N", "C", "C", "N", "C", "C", "N", "H", "H", "H", "H", "H", "B", "N", "C", "C", "C", "N", "N", "C", "C", "C", "N", "H", "H", "H", "H", "H", "H", "H", "H", "O", "S", "N"], "positions_angstrom": [[0.139, 0.568, 0.131], [-3.150, -2.389, -1.560], [-2.164, -2.604, -0.684], [-1.903, -1.503, -0.011], [-2.781, -0.620, -0.569], [-3.561, -1.116, -1.505], [-2.864, 0.783, -0.159], [-4.068, 1.484, -0.186], [-4.158, 2.746, 0.200], [-3.040, 3.322, 0.630], [-1.832, 2.651, 0.661], [-1.748, 1.382, 0.254], [-3.526, -3.013, -2.253], [-1.662, -3.551, -0.582], [-4.965, 0.988, -0.531], [-3.097, 4.352, 0.956], [-0.918, 3.122, 0.996], [2.536, 1.291, 2.077], [1.322, 0.665, 2.833], [1.155, 0.357, 4.122], [-0.107, -0.189, 4.292], [-0.658, -0.190, 3.014], [0.212, 0.336, 2.153], [2.915, 0.268, 0.962], [4.064, -0.379, 0.742], [3.917, -1.193, -0.368], [2.605, -0.983, -0.783], [2.024, -0.098, 0.024], [3.458, 1.390, 2.840], [2.192, 2.331, 1.571], [1.946, 0.547, 4.828], [-0.553, -0.544, 5.204], [-1.607, -0.558, 2.658], [4.906, -0.211, 1.391], [4.651, -1.843, -0.809], [2.048, -1.418, -1.597], [-0.386, -1.448, -2.800], [-0.187, -0.004, -2.972], [0.082, 0.904, -1.832]], "energy_ha": -1638.86217, "spin_multiplicity": 1, "total_charge": 0, "largest_force_ev_per_a": 0.529}

{"formula": "C12H13F6NO2S", "method": "wB97M-V/def2-TZVPD", "symbols": ["C", "N", "C", "C", "H", "H", "H", "H", "H", "H", "H", "H", "F", "C", "F", "F", "S", "C", "C", "C", "C", "C", "C", "F", "F", "F", "C", "C", "O", "O", "H", "H", "H", "H", "H"], "positions_angstrom": [[-1.588, -2.558, -2.934], [-0.339, -1.805, -2.926], [0.914, -2.554, -2.923], [-0.348, -0.435, -2.934], [-1.396, -3.630, -2.935], [-2.178, -2.311, -2.053], [-2.164, -2.309, -3.823], [0.724, -3.626, -2.920], [1.497, -2.308, -3.808], [1.497, -2.303, -2.039], [0.567, 0.116, -2.947], [-1.271, 0.101, -2.884], [-2.931, 3.831, -1.795], [-2.837, 2.775, -0.983], [-3.647, 2.874, 0.074], [-3.029, 1.626, -1.634], [-1.117, 2.722, -0.330], [-1.323, 1.326, 0.790], [-0.260, 0.895, 1.535], [1.011, 1.539, 1.466], [2.074, 1.074, 2.189], [1.929, -0.032, 3.016], [3.099, -0.550, 3.823], [2.633, -1.170, 4.921], [3.793, -1.415, 3.067], [3.887, 0.479, 4.174], [0.705, -0.682, 3.099], [-0.376, -0.235, 2.392], [-0.052, 2.217, -1.269], [-0.663, 3.839, 0.574], [-2.277, 0.839, 0.850], [1.121, 2.404, 0.828], [3.038, 1.557, 2.133], [0.631, -1.553, 3.733], [-1.326, -0.739, 2.476]], "energy_ha": -1667.49913, "spin_multiplicity": 1, "total_charge": 0, "largest_force_ev_per_a": 8.145}

{"formula": "C12H13MnNP", "method": "wB97M-V/def2-TZVPD", "symbols": ["C", "C", "C", "C", "C", "Mn", "P", "H", "H", "H", "H", "H", "H", "H", "H", "N", "C", "C", "C", "C", "C", "C", "C", "H", "H", "H", "H", "H"], "positions_angstrom": [[-1.104, -3.023, -1.442], [-1.609, -3.747, -0.289], [-2.861, -3.204, 0.065], [-3.109, -2.088, -0.787], [-2.050, -1.963, -1.718], [0.120, -0.177, -2.572], [2.162, -0.721, -3.549], [-0.255, -3.242, -2.075], [-1.097, -4.598, 0.147], [-3.475, -3.533, 0.896], [-2.028, -1.389, -2.645], [-3.968, -1.435, -0.765], [2.114, -0.113, -4.912], [2.981, -1.942, -3.609], [2.938, 0.223, -2.720], [-0.228, 0.220, -0.548], [-0.018, 0.585, 0.564], [0.363, 1.522, 1.566], [1.186, 1.240, 2.679], [1.768, 2.308, 3.370], [1.553, 3.629, 2.925], [0.728, 3.898, 1.816], [0.076, 2.845, 1.195], [1.383, 0.203, 2.951], [2.414, 2.123, 4.236], [2.032, 4.472, 3.444], [0.581, 4.909, 1.426], [-0.597, 3.000, 0.354]], "energy_ha": -2011.94070, "spin_multiplicity": 5, "total_charge": 0, "largest_force_ev_per_a": 4.885}

{"formula": "C12H13N5O4S", "method": "wB97M-V/def2-TZVPD", "symbols": ["C", "O", "C", "C", "N", "C", "S", "N", "N", "C", "C", "O", "N", "C", "C", "C", "C", "N", "O", "O", "C", "C", "H", "H", "H", "H", "H", "H", "H", "H", "H", "H", "H", "H", "H"], "positions_angstrom": [[-4.158, -4.521, 0.004], [-3.090, -4.061, 0.799], [-2.539, -2.839, 0.387], [-1.660, -2.971, -0.876], [-0.884, -1.782, -1.120], [-1.389, -0.669, -1.690], [-2.961, -0.799, -2.478], [-0.744, 0.412, -1.937], [0.337, 0.950, -1.498], [0.644, 1.177, -0.264], [-0.025, 0.737, 0.988], [-0.966, -0.018, 1.137], [0.688, 1.314, 2.020], [1.747, 2.057, 1.556], [2.691, 2.778, 2.266], [3.668, 3.442, 1.548], [3.690, 3.380, 0.155], [4.723, 4.083, -0.554], [5.532, 4.711, 0.099], [4.729, 4.008, -1.765], [2.742, 2.659, -0.570], [1.769, 1.993, 0.144], [-3.822, -4.846, -0.986], [-4.922, -3.745, -0.117], [-4.585, -5.371, 0.532], [-1.920, -2.491, 1.218], [-3.327, -2.094, 0.207], [-2.281, -3.162, -1.755], [-0.971, -3.809, -0.743], [-0.120, -1.624, -0.476], [-2.921, 0.435, -2.969], [0.452, 1.191, 2.992], [2.667, 2.824, 3.344], [4.429, 4.019, 2.050], [2.777, 2.629, -1.647]], "smiles": "COCCN/C(S)=N\\N=C1/C(=O)Nc2ccc([N+](=O)[O-])cc21", "energy_ha": -1437.87038, "spin_multiplicity": 1, "total_charge": 0, "largest_force_ev_per_a": 1.639}

{"formula": "C12H13NO", "method": "wB97M-V/def2-TZVPD", "symbols": ["C", "C", "C", "C", "C", "C", "C", "C", "C", "O", "C", "C", "N", "C", "H", "H", "H", "H", "H", "H", "H", "H", "H", "H", "H", "H", "H"], "positions_angstrom": [[2.137, 3.190, -0.468], [1.144, 2.401, -0.237], [0.180, 1.605, -0.286], [-0.927, 0.896, -0.344], [-2.128, 1.335, 0.328], [-3.186, 0.508, 0.431], [-3.206, -0.768, -0.249], [-2.063, -1.295, -0.720], [-0.896, -0.432, -1.025], [0.375, -0.975, -0.809], [0.916, -1.125, 0.425], [0.146, -0.921, 1.695], [2.126, -1.453, 0.570], [3.071, -1.459, -0.470], [2.225, 4.135, 0.142], [2.965, 2.648, -0.900], [-1.993, 2.105, 1.062], [-4.079, 0.984, 0.716], [-4.100, -1.399, -0.076], [-2.131, -2.368, -1.100], [-0.900, -0.348, -2.195], [0.201, -1.933, 2.204], [0.804, -0.381, 2.385], [-0.850, -0.448, 1.502], [2.782, -1.977, -1.611], [3.372, -0.465, -0.785], [4.014, -2.060, -0.184]], "smiles": "C=C=C=C1C=CC=C[C@@H]1O/C(C)=N\\C", "energy_ha": -594.84359, "spin_multiplicity": 1, "total_charge": 0, "largest_force_ev_per_a": 4.868}

{"formula": "C12H13NO", "method": "wB97M-V/def2-TZVPD", "symbols": ["N", "C", "C", "O", "C", "C", "C", "C", "C", "C", "C", "C", "C", "C", "H", "H", "H", "H", "H", "H", "H", "H", "H", "H", "H", "H", "H"], "positions_angstrom": [[3.604, -1.103, 0.934], [3.740, -0.366, -0.343], [2.510, 0.608, -0.362], [1.290, -0.060, -0.353], [0.126, 0.645, -0.102], [0.025, 2.056, -0.048], [-1.285, 2.636, 0.171], [-2.399, 1.914, 0.234], [-2.348, 0.465, 0.036], [-3.534, -0.372, 0.057], [-3.404, -1.737, -0.058], [-2.124, -2.350, -0.082], [-0.985, -1.572, -0.145], [-1.069, -0.158, -0.117], [2.695, -1.602, 0.903], [4.251, -1.843, 0.917], [4.595, 0.289, -0.293], [3.807, -1.037, -1.262], [2.655, 1.160, 0.552], [2.576, 1.308, -1.159], [0.908, 2.626, -0.075], [-1.382, 3.685, 0.234], [-3.349, 2.412, 0.532], [-4.470, 0.222, 0.143], [-4.330, -2.305, 0.018], [-2.040, -3.476, -0.110], [-0.062, -2.045, -0.222]], "smiles": "NCCOc1cccc2ccccc12", "energy_ha": -595.03620, "spin_multiplicity": 1, "total_charge": 0, "largest_force_ev_per_a": 3.169}

{"formula": "C12H13P", "method": "wB97M-V/def2-TZVPD", "symbols": ["C", "C", "C", "C", "C", "C", "C", "C", "C", "C", "C", "C", "P", "H", "H", "H", "H", "H", "H", "H", "H", "H", "H", "H", "H", "H"], "positions_angstrom": [[-3.782, -0.350, -0.381], [-2.903, 0.123, -1.357], [-3.414, -0.210, 0.960], [-1.723, 0.846, -1.021], [-2.246, 0.347, 1.288], [-1.422, 0.901, 0.321], [2.546, 1.506, -0.125], [-0.245, 1.517, 0.785], [2.578, 0.031, -0.041], [1.428, -0.455, 0.280], [3.858, -0.818, -0.135], [0.677, -1.681, 0.368], [0.991, 2.182, -0.176], [-4.690, -1.072, -0.698], [-3.157, -0.096, -2.407], [-4.040, -0.811, 1.748], [-1.028, 1.340, -1.755], [-1.852, 0.388, 2.296], [3.401, 2.144, -0.629], [3.804, -1.822, 0.340], [4.632, -0.152, 0.149], [4.052, -1.079, -1.152], [0.660, -2.182, 1.384], [1.023, -2.434, -0.218], [-0.433, -1.646, -0.019], [1.286, 3.481, 0.195]], "energy_ha": -806.11418, "spin_multiplicity": 1, "total_charge": 0, "largest_force_ev_per_a": 4.491}